Entry from the OMol25 dataset: 15 unconnected molecules or ions with the total composition C39H37BCl57F8O4S2 in a non-equilibrium geometry (wB97M-V/def2-TZVPD).

Atoms and positions in Å:
C (0.173, -4.921, -4.251)
C (-1.090, -5.682, -3.651)
C (-2.478, -5.063, -4.101)
C (-3.623, -5.616, -3.153)
C (-4.126, -4.587, -2.069)
C (-3.056, -4.241, -0.947)
C (-2.641, -2.702, -1.029)
C (-1.122, -2.474, -0.633)
C (-0.265, -1.746, -1.779)
C (0.593, -0.540, -1.165)
C (0.121, 0.792, -1.904)
C (0.545, 2.112, -1.107)
B (-0.693, 2.868, -0.371)
C (-0.090, 4.041, 0.633)
C (0.918, 5.042, -0.050)
C (2.234, 5.209, 0.843)
C (3.315, 5.940, -0.062)
S (4.844, 4.914, -0.098)
O (5.789, 5.407, -1.135)
O (5.490, 4.968, 1.211)
Cl (4.396, 2.939, -0.608)
C (-1.764, 3.607, -1.397)
F (-2.043, 4.964, -1.030)
F (-3.048, 2.981, -1.414)
C (-1.333, 3.665, -2.899)
C (-0.437, 4.637, -3.515)
C (-0.130, 4.564, -4.961)
C (-0.711, 3.545, -5.845)
C (-1.639, 2.599, -5.229)
C (-2.331, 1.493, -6.090)
F (-2.851, 1.996, -7.268)
F (-1.342, 0.566, -6.420)
F (-3.277, 0.783, -5.399)
C (-1.930, 2.654, -3.792)
S (-1.653, 1.702, 0.824)
O (-2.254, 0.538, 0.140)
O (-2.762, 2.419, 1.500)
C (-0.617, 1.019, 2.232)
F (-1.042, -0.294, 2.421)
F (0.737, 0.967, 2.017)
F (-0.825, 1.702, 3.401)
H (0.784, -4.527, -3.393)
H (-0.084, -4.084, -4.945)
H (0.830, -5.685, -4.759)
H (-1.066, -6.767, -3.947)
H (-0.969, -5.670, -2.529)
H (-2.680, -5.472, -5.136)
H (-2.457, -3.947, -4.191)
H (-4.512, -5.824, -3.824)
H (-3.350, -6.605, -2.697)
H (-4.553, -3.675, -2.573)
H (-4.992, -5.081, -1.542)
H (-2.179, -4.939, -0.939)
H (-3.572, -4.371, 0.046)
H (-3.280, -2.144, -0.292)
H (-2.909, -2.330, -2.052)
H (-0.616, -3.463, -0.455)
H (-1.123, -1.881, 0.316)
H (-1.016, -1.390, -2.535)
H (0.397, -2.475, -2.332)
H (1.677, -0.749, -1.380)
H (0.368, -0.453, -0.073)
H (0.665, 0.789, -2.898)
H (-0.978, 0.698, -2.077)
H (1.366, 1.780, -0.398)
H (1.085, 2.759, -1.862)
H (-0.915, 4.557, 1.204)
H (0.503, 3.495, 1.428)
H (0.428, 6.065, -0.016)
H (1.142, 4.847, -1.126)
H (2.012, 5.842, 1.747)
H (2.621, 4.199, 1.139)
H (3.588, 6.971, 0.277)
H (2.969, 6.031, -1.127)
H (0.020, 5.448, -2.908)
H (0.575, 5.284, -5.445)
H (-0.497, 3.469, -6.943)
H (-2.650, 1.878, -3.428)
C (8.455, 3.011, -2.609)
Cl (9.148, 1.377, -2.634)
Cl (7.830, 3.367, -0.997)
Cl (9.712, 4.190, -3.032)
Cl (7.134, 3.110, -3.784)
C (0.333, 1.437, -9.593)
Cl (1.318, 0.656, -8.346)
Cl (-1.164, 0.522, -9.827)
Cl (-0.064, 3.095, -9.097)
Cl (1.245, 1.479, -11.114)
C (1.281, -3.368, 3.187)
Cl (1.051, -1.866, 4.097)
Cl (2.512, -4.362, 3.994)
Cl (-0.248, -4.262, 3.120)
Cl (1.816, -2.986, 1.541)
C (0.922, 4.601, 5.201)
Cl (-0.359, 4.067, 6.302)
Cl (2.466, 4.690, 6.080)
Cl (1.069, 3.450, 3.868)
Cl (0.517, 6.204, 4.557)
C (5.384, 4.341, 9.358)
Cl (4.739, 5.648, 10.369)
Cl (4.455, 2.860, 9.648)
Cl (5.260, 4.797, 7.651)
Cl (7.086, 4.059, 9.769)
C (-8.626, -5.115, -1.699)
Cl (-7.742, -3.781, -2.456)
Cl (-7.513, -6.462, -1.397)
Cl (-9.322, -4.570, -0.163)
Cl (-9.925, -5.655, -2.780)
C (-8.153, -8.993, 1.585)
Cl (-8.761, -7.752, 2.695)
Cl (-9.113, -8.974, 0.096)
Cl (-6.455, -8.661, 1.201)
Cl (-8.284, -10.587, 2.352)
C (-4.250, -2.834, 3.303)
Cl (-3.610, -4.484, 3.151)
Cl (-4.880, -2.593, 4.945)
Cl (-2.962, -1.668, 2.983)
Cl (-5.559, -2.604, 2.128)
C (9.692, 1.152, 8.888)
Cl (10.418, -0.440, 8.615)
Cl (8.944, 1.191, 10.496)
Cl (10.945, 2.402, 8.790)
Cl (8.457, 1.455, 7.652)
C (6.044, 2.825, -8.189)
Cl (5.861, 4.341, -7.290)
Cl (7.312, 1.840, -7.440)
Cl (4.512, 1.934, -8.165)
Cl (6.491, 3.183, -9.868)
C (0.742, 4.030, 10.353)
Cl (0.480, 5.540, 11.247)
Cl (1.942, 3.041, 11.208)
Cl (-0.787, 3.135, 10.242)
Cl (1.319, 4.401, 8.721)
C (8.001, -3.578, 9.313)
Cl (6.669, -4.080, 10.369)
Cl (9.509, -3.530, 10.247)
Cl (8.168, -4.736, 7.981)
Cl (7.661, -1.968, 8.656)
C (-6.420, -10.559, -2.919)
Cl (-5.445, -11.246, -1.607)
Cl (-7.907, -11.506, -3.109)
Cl (-6.836, -8.880, -2.529)
Cl (-5.493, -10.604, -4.430)
C (-4.314, 5.956, 1.712)
Cl (-5.590, 5.516, 2.866)
Cl (-2.758, 6.039, 2.564)
Cl (-4.226, 4.745, 0.432)
Cl (-4.682, 7.546, 1.006)

Forces on atoms 1 to 6 (eV/Å):
0.24 -0.97 0.57
0.32 0.75 -0.06
0.30 -1.54 0.22
-0.92 0.96 -0.84
0.07 -1.28 0.56
-1.02 0.98 0.06

The gap between HOMO and LUMO is 8.37 eV. As for the largest force on an atom: 0.100 hartree/bohr. The net charge is -1.

Results of the Löwdin charge analysis, in e, for atoms 1 through 4: -0.12, -0.25, -0.20, -0.22